# C86H162N6O30

A cluster of 14 separate species, C86H162N6O30 in total at a distorted geometry (ωB97M-V/def2-TZVPD, the OMol25 dataset).

## Properties
Calculated total energy ... -162167.63175 eV
Frontier orbital gap ... 7.936 eV
Multiplicity ... 1
HOMO energy ... -7.7508 eV
Net charge ... 0
Energy relative to the best compared isomer or geometry (same formula, charge and spin) ... 0.0 kcal/mol

```
284
Properties=species:S:1:pos:R:3:lowdin_charge:R:1
C -0.39 8.63 1.82 -0.0190
C -1.04 7.38 1.32 -0.3063
C -0.21 6.09 1.56 -0.0563
O -1.29 5.17 1.82 0.0322
C -2.36 5.82 2.33 -0.5811
O -3.24 5.32 2.94 0.1653
O -2.31 7.11 1.95 0.0833
H -1.09 9.47 1.85 0.0883
H 0.47 8.86 1.19 0.0931
H -0.13 8.55 2.87 0.0922
H -1.38 7.38 0.28 0.1313
H 0.43 6.15 2.44 0.1329
H 0.37 5.84 0.68 0.1224
C -3.62 -5.47 -0.59 -0.0058
C -4.85 -4.77 -1.14 -0.2878
C -5.11 -5.13 -2.61 -0.0894
O -6.08 -6.17 -2.54 0.0616
C -6.65 -6.19 -1.30 -0.5641
O -7.46 -7.00 -0.99 0.1738
O -6.03 -5.29 -0.53 0.0640
H -3.61 -5.46 0.51 0.0779
H -2.70 -4.96 -0.88 0.0753
H -3.58 -6.50 -0.93 0.0970
H -4.82 -3.70 -0.92 0.1469
H -4.28 -5.31 -3.29 0.1264
H -5.61 -4.27 -3.07 0.1357
C -6.43 -1.41 1.32 0.0022
C -6.08 -2.72 1.99 -0.2907
C -4.69 -2.78 2.63 -0.0842
O -4.94 -2.26 3.94 0.0377
C -6.20 -2.58 4.28 -0.5453
O -6.77 -2.14 5.23 0.1631
O -6.87 -3.00 3.16 0.0702
H -5.81 -0.59 1.70 0.0877
H -7.46 -1.14 1.58 0.0964
H -6.46 -1.51 0.24 0.0792
H -6.18 -3.56 1.31 0.1329
H -3.93 -2.14 2.19 0.1209
H -4.22 -3.76 2.68 0.1193
C -3.75 2.82 0.49 0.0028
C -3.88 2.75 -1.00 -0.2697
C -2.72 2.13 -1.83 -0.0638
O -3.31 0.95 -2.39 0.0510
C -4.60 0.84 -2.03 -0.5944
O -5.23 -0.15 -2.18 0.1419
O -5.00 1.91 -1.35 0.0938
H -2.75 3.03 0.87 0.0577
H -3.91 1.80 0.88 0.0959
H -4.44 3.48 1.01 0.0901
H -4.10 3.72 -1.44 0.1412
H -1.82 1.95 -1.25 0.0808
H -2.40 2.82 -2.62 0.1103
C 3.07 -0.62 -3.54 -0.0106
C 2.47 -2.01 -3.36 -0.3590
C 2.22 -2.80 -4.66 -0.0424
O 2.83 -4.06 -4.30 0.0439
C 3.53 -4.01 -3.13 -0.5459
O 4.24 -4.83 -2.66 0.1678
O 3.21 -2.84 -2.54 0.0884
H 2.84 0.06 -2.72 0.0523
H 2.63 -0.15 -4.42 0.0871
H 4.16 -0.63 -3.48 0.0931
H 1.52 -1.74 -2.88 0.1251
H 2.74 -2.30 -5.46 0.1320
H 1.14 -2.85 -4.77 0.1185
C -2.18 -5.67 7.00 -0.0036
C -1.63 -6.17 5.68 -0.2796
C -2.58 -6.99 4.79 -0.0831
O -2.64 -6.24 3.60 0.0666
C -1.76 -5.21 3.61 -0.5929
O -1.59 -4.49 2.69 0.1417
O -1.32 -5.01 4.87 0.0521
H -2.70 -4.73 6.87 0.0684
H -1.43 -5.64 7.78 0.0877
H -2.98 -6.38 7.27 0.0879
H -0.67 -6.66 5.81 0.1432
H -3.58 -7.00 5.24 0.1301
H -2.33 -8.05 4.69 0.1355
C 4.04 0.31 4.18 -0.0180
C 4.60 1.69 4.53 -0.2806
C 5.15 2.31 3.22 -0.0907
O 4.20 3.31 2.88 0.0594
C 3.29 3.43 3.85 -0.5777
O 2.36 4.18 3.84 0.1582
O 3.58 2.63 4.90 0.0800
H 3.55 -0.20 5.01 0.0721
H 4.86 -0.32 3.84 0.0942
H 3.25 0.42 3.43 0.0716
H 5.35 1.63 5.31 0.1508
H 5.15 1.56 2.43 0.1252
H 6.15 2.72 3.36 0.1318
C 0.84 -7.22 -5.05 -0.0160
C -0.28 -7.00 -4.06 -0.2986
C 0.18 -6.67 -2.64 -0.0713
O 0.03 -5.25 -2.61 0.0491
C -0.97 -4.90 -3.47 -0.5686
O -1.65 -3.93 -3.38 0.1402
O -1.15 -5.89 -4.36 0.0854
H 1.07 -8.29 -4.96 0.0912
H 1.76 -6.69 -4.80 0.0804
H 0.65 -7.11 -6.11 0.0900
H -0.93 -7.88 -4.06 0.1499
H 1.25 -6.84 -2.54 0.1350
H -0.40 -7.16 -1.86 0.1346
C 7.08 5.89 -3.25 -0.0262
C 6.77 4.44 -2.83 -0.5226
C 7.14 4.28 -1.35 -0.1523
C 6.14 4.95 -0.40 -0.1767
C 4.73 4.45 -0.69 -0.1461
C 4.27 4.50 -2.14 -0.5046
N 5.38 4.05 -2.98 -0.1002
O 5.01 3.99 -4.34 -0.0091
C 3.14 3.48 -2.26 -0.0266
C 3.75 5.92 -2.48 -0.0034
C 7.70 3.46 -3.55 -0.0408
H 6.80 6.61 -2.48 0.0632
H 6.48 6.22 -4.10 0.0854
H 8.15 6.00 -3.44 0.0846
H 7.25 3.25 -1.00 0.1205
H 8.12 4.71 -1.12 0.1236
H 6.17 6.02 -0.66 0.0995
H 6.45 4.98 0.64 0.1110
H 4.07 5.07 -0.07 0.1196
H 4.63 3.46 -0.24 0.1117
H 3.48 2.46 -2.16 0.0796
H 2.43 3.79 -1.48 0.0641
H 2.62 3.61 -3.21 0.0808
H 3.11 6.28 -1.67 0.0801
H 4.63 6.54 -2.56 0.0656
H 3.21 5.91 -3.42 0.0782
H 7.47 2.43 -3.29 0.0859
H 8.75 3.67 -3.39 0.0854
H 7.52 3.58 -4.63 0.0815
H 4.95 3.06 -4.57 0.1039
C 5.84 -5.44 4.54 -0.0539
C 4.34 -5.76 4.69 -0.4823
C 3.71 -4.44 5.24 -0.1081
C 2.39 -4.04 4.58 -0.1783
C 2.45 -4.28 3.10 -0.1376
C 2.68 -5.74 2.71 -0.5151
N 3.95 -6.14 3.31 -0.1081
O 4.29 -7.49 3.04 -0.0127
C 1.47 -6.56 3.19 -0.0139
C 2.80 -5.86 1.20 -0.0225
C 4.14 -6.88 5.70 -0.0390
H 6.08 -4.74 3.75 0.0839
H 6.36 -6.40 4.39 0.0768
H 6.35 -5.18 5.48 0.0869
H 3.51 -4.51 6.30 0.1148
H 4.41 -3.63 5.02 0.1058
H 2.08 -3.02 4.82 0.0977
H 1.60 -4.68 4.99 0.0990
H 3.35 -3.76 2.73 0.1290
H 1.63 -3.87 2.50 0.1084
H 0.53 -6.23 2.74 0.0747
H 1.62 -7.61 2.91 0.0901
H 1.43 -6.55 4.28 0.0614
H 1.78 -5.91 0.77 0.0808
H 3.26 -5.05 0.63 0.0868
H 3.26 -6.80 0.92 0.0796
H 3.17 -7.37 5.57 0.0796
H 4.25 -6.55 6.73 0.0825
H 4.87 -7.70 5.66 0.0791
H 5.04 -7.39 2.45 0.1069
C -1.86 9.41 -4.41 -0.0199
C -2.21 8.50 -3.24 -0.5017
C -3.61 7.89 -3.49 -0.1322
C -3.60 6.76 -4.52 -0.1680
C -2.59 5.70 -4.05 -0.1426
C -1.19 6.26 -3.88 -0.5096
N -1.25 7.40 -3.00 -0.1088
O -0.01 7.85 -2.52 -0.0182
C -0.44 5.14 -3.11 -0.0426
C -0.41 6.34 -5.20 -0.0201
C -2.34 9.23 -1.90 -0.0310
H -0.81 9.72 -4.34 0.0814
H -2.43 10.34 -4.32 0.0884
H -2.05 9.01 -5.40 0.0737
H -4.09 7.64 -2.54 0.1200
H -4.21 8.65 -4.00 0.1219
H -3.35 7.12 -5.52 0.1034
H -4.55 6.22 -4.58 0.1138
H -2.64 4.70 -4.48 0.1217
H -2.95 5.57 -3.02 0.1082
H -1.06 4.68 -2.32 0.0647
H -0.07 4.34 -3.75 0.0846
H 0.40 5.52 -2.53 0.0691
H 0.60 6.72 -5.07 0.0814
H -0.41 5.36 -5.66 0.0818
H -0.89 6.99 -5.95 0.0724
H -2.58 8.49 -1.14 0.0716
H -3.11 10.00 -2.00 0.0917
H -1.43 9.73 -1.56 0.0818
H 0.42 8.31 -3.26 0.0927
C 1.13 0.73 6.76 -0.0175
C -0.01 0.17 7.61 -0.5109
C -1.08 1.25 7.69 -0.1508
C -2.36 0.84 8.44 -0.1703
C -3.00 -0.29 7.62 -0.1241
C -2.02 -1.43 7.24 -0.4809
N -0.67 -0.98 6.99 -0.1147
O 0.21 -1.95 6.48 -0.0099
C -2.09 -2.45 8.40 -0.0284
C -2.59 -1.98 5.94 -0.0375
C 0.52 -0.18 9.01 -0.0277
H 1.18 1.82 6.72 0.0877
H 0.90 0.36 5.76 0.0631
H 2.11 0.32 7.00 0.0782
H -0.70 2.18 8.11 0.1217
H -1.42 1.46 6.66 0.1285
H -2.96 1.73 8.61 0.1118
H -2.03 0.49 9.42 0.0962
H -3.51 0.20 6.79 0.1191
H -3.75 -0.70 8.31 0.1186
H -1.96 -1.93 9.35 0.0718
H -2.96 -3.09 8.43 0.0784
H -1.18 -3.07 8.33 0.0778
H -1.96 -2.76 5.50 0.0640
H -3.52 -2.55 6.03 0.0810
H -2.75 -1.25 5.15 0.0826
H 1.29 -0.95 8.97 0.0836
H -0.23 -0.51 9.72 0.0612
H 0.95 0.72 9.46 0.0895
H 0.43 -1.63 5.60 0.0730
C 0.82 -1.92 0.30 -0.0020
C -0.42 -0.97 0.38 -0.4815
C -0.72 -0.87 1.91 -0.1180
C 0.00 0.21 2.69 -0.1594
C 0.12 1.55 1.96 -0.0970
C 0.50 1.40 0.47 -0.4609
N -0.19 0.32 -0.18 -0.0954
O -0.11 0.40 -1.59 -0.0057
C 0.21 2.77 -0.12 -0.0427
C 2.04 1.11 0.42 0.0005
C -1.66 -1.69 -0.16 -0.0232
H 1.54 -1.75 1.10 0.0717
H 1.32 -1.96 -0.67 0.0673
H 0.39 -2.92 0.40 0.0798
H -1.80 -0.79 2.07 0.1073
H -0.40 -1.87 2.20 0.1033
H 1.04 -0.12 2.87 0.0849
H -0.37 0.24 3.72 0.1028
H 0.93 2.04 2.50 0.1149
H -0.80 2.12 2.04 0.1136
H -0.77 3.13 0.21 0.0537
H 0.90 3.59 0.07 0.0749
H 0.17 2.81 -1.22 0.0720
H 2.41 0.83 -0.56 0.0656
H 2.52 2.08 0.61 0.0682
H 2.31 0.46 1.24 0.0558
H -2.58 -1.11 -0.02 0.0861
H -1.83 -2.64 0.33 0.0790
H -1.64 -1.84 -1.25 0.0818
H -0.87 -0.12 -1.88 0.0678
C -0.01 -2.13 -9.40 -0.0372
C -1.11 -1.37 -8.67 -0.5305
C -2.37 -2.19 -8.73 -0.1457
C -3.51 -1.72 -7.83 -0.1638
C -3.01 -1.36 -6.42 -0.1220
C -1.68 -0.57 -6.35 -0.4846
N -0.72 -1.18 -7.26 -0.0891
O 0.53 -0.52 -7.19 -0.0263
C -1.94 0.95 -6.46 -0.0140
C -1.21 -0.90 -4.92 -0.0380
C -1.32 -0.05 -9.40 -0.0369
H 0.47 -2.86 -8.74 0.0891
H 0.85 -1.51 -9.66 0.0814
H -0.43 -2.72 -10.21 0.0862
H -2.81 -2.25 -9.74 0.1242
H -2.19 -3.26 -8.55 0.1258
H -4.22 -2.54 -7.77 0.1112
H -4.11 -0.87 -8.16 0.1064
H -3.07 -2.20 -5.73 0.1120
H -3.73 -0.64 -6.01 0.1171
H -1.16 1.42 -7.06 0.0673
H -2.88 1.20 -6.96 0.0792
H -2.03 1.38 -5.47 0.0745
H -0.19 -0.68 -4.59 0.0751
H -1.98 -0.51 -4.24 0.0790
H -1.26 -1.98 -4.78 0.0533
H -1.52 -0.31 -10.45 0.0946
H -0.50 0.66 -9.48 0.0838
H -2.25 0.46 -9.13 0.0786
H 0.44 0.30 -7.69 0.0728
```